6
Properties=species:S:1:pos:R:3:mulliken_charge:R:1 method="wB97M-V/def2-TZVPD" energy_ev=-28503.33721 relative_energy_ev=1.4985 spin_multiplicity=1 homo_lumo_gap_ev="8.389 / 8.390"
C -1.04 -0.41 -0.46 0.10
O -2.15 -0.20 -0.10 -0.32
O 1.69 -0.58 0.80 -0.48
S 0.65 0.42 0.93 0.46
Cl 1.43 1.91 -0.10 -0.12
H -0.59 -1.13 -1.07 0.38

5
Properties=species:S:1:pos:R:3:mulliken_charge:R:1 method="wB97M-V/def2-TZVPD" energy_ev=-35245.74124 relative_energy_ev=0.3229 spin_multiplicity=1 homo_lumo_gap_ev=9.489
C 0.28 0.37 2.89 0.53
S -0.21 -1.12 2.87 -0.27
S 0.77 1.78 2.58 -0.24
Cl 0.51 -0.95 -0.42 -0.17
H 0.89 -1.24 0.66 0.16

6
Properties=species:S:1:pos:R:3:mulliken_charge:R:1 method="wB97M-V/def2-TZVPD" energy_ev=-46077.94316 relative_energy_ev=2.8462 spin_multiplicity=1 homo_lumo_gap_ev="6.820 / 5.367"
C -0.31 -0.04 1.07 0.34
S -1.29 1.08 0.63 -0.06
S 0.91 -1.08 0.71 -0.06
S 0.53 0.14 -2.34 -0.29
Cl -0.77 1.59 -2.00 -0.10
H 0.92 -1.69 1.94 0.17

6
Properties=species:S:1:pos:R:3:mulliken_charge:R:1 method="wB97M-V/def2-TZVPD" energy_ev=-49986.50846 relative_energy_ev=0.0000 spin_multiplicity=1 charge=+1 homo_lumo_gap_ev=9.844
O -0.56 0.39 2.45 0.01
C -1.24 -0.07 3.24 0.10
H 0.28 -1.19 -1.41 0.26
O 0.42 -0.24 -1.49 -0.74
Cu 0.56 0.68 0.31 0.49
Li 0.55 0.43 -3.10 0.89

6
Properties=species:S:1:pos:R:3:mulliken_charge:R:1 method="wB97M-V/def2-TZVPD" energy_ev=-25419.89574 relative_energy_ev=3.5545 spin_multiplicity=1 homo_lumo_gap_ev="6.791 / 6.807"
C -0.08 -0.85 -0.03 -0.33
F 0.79 -1.11 0.93 -0.11
F 1.18 2.45 -0.48 -0.23
S -0.15 1.99 0.37 0.03
I -1.99 -1.56 0.19 0.22
H 0.25 -0.92 -0.98 0.42

7
Properties=species:S:1:pos:R:3:mulliken_charge:R:1 method="wB97M-V/def2-TZVPD" energy_ev=-12067.27727 relative_energy_ev=3.1534 spin_multiplicity=1 homo_lumo_gap_ev="9.426 / 9.009"
C 0.13 -0.93 -0.12 0.18
N 2.74 -0.16 -0.14 0.76
O 3.38 -0.68 -0.98 -0.40
O 2.72 0.60 0.74 -0.39
F 0.21 -2.05 -0.93 -0.19
F -0.60 0.01 -0.69 -0.18
H -0.33 -1.06 0.88 0.22

7
Properties=species:S:1:pos:R:3:mulliken_charge:R:1 method="wB97M-V/def2-TZVPD" energy_ev=-12066.61300 relative_energy_ev=3.8177 spin_multiplicity=1 homo_lumo_gap_ev="9.243 / 8.761"
C -1.35 -0.18 0.22 0.33
N 1.39 0.05 0.12 0.34
O -2.49 0.05 -0.03 -0.45
O -0.39 0.59 -0.29 -0.33
F 2.05 1.17 -0.03 -0.08
F 1.69 -0.63 -0.93 -0.04
H -0.90 -1.04 0.95 0.23

8
Properties=species:S:1:pos:R:3:mulliken_charge:R:1 method="wB97M-V/def2-TZVPD" energy_ev=-14117.48306 relative_energy_ev=0.7635 spin_multiplicity=1 smiles="O=[N+]([O-])C(O)(F)F" homo_lumo_gap_ev=11.306
O 1.32 -1.24 1.15 -0.51
N 0.28 -0.73 0.84 0.81
O -0.80 -0.88 1.37 -0.54
C 0.22 0.43 -0.51 0.75
O -0.95 1.02 -0.53 -0.47
F 1.18 1.30 -0.26 -0.21
F 0.56 -0.35 -1.55 -0.24
H -1.81 0.45 -0.50 0.41

6
Properties=species:S:1:pos:R:3:mulliken_charge:R:1 method="wB97M-V/def2-TZVPD" energy_ev=-18806.23833 relative_energy_ev=2.5028 spin_multiplicity=1 homo_lumo_gap_ev="6.864 / 6.863"
C 0.30 0.91 0.67 0.09
N 0.07 -1.26 -0.42 -0.04
F 0.44 -0.87 -1.68 -0.14
F -1.30 -1.24 -0.49 -0.14
S -0.80 1.41 1.61 -0.12
H 1.29 1.04 0.30 0.36

7
Properties=species:S:1:pos:R:3:mulliken_spin:R:1 method="wB97M-V/def2-TZVPD" energy_ev=-12609.99852 relative_energy_ev=3.6845 spin_multiplicity=3 s_squared=2.0049 charge=+1 homo_lumo_gap_ev="9.040 / 10.230"
C -2.01 -0.21 0.47 0.83
O -1.81 -0.83 -1.69 0.85
O 0.04 -0.01 -0.73 0.00
O -1.34 -0.32 -0.67 0.16
F -3.25 0.02 0.23 0.08
F -1.48 0.40 1.45 0.07
H 0.57 -0.81 -0.41 0.01

7
Properties=species:S:1:pos:R:3:mulliken_charge:R:1 method="wB97M-V/def2-TZVPD" energy_ev=-30204.84574 relative_energy_ev=2.4605 spin_multiplicity=1 charge=-1 homo_lumo_gap_ev="7.659 / 7.659"
C -0.06 -0.22 -0.72 0.27
O -0.09 -1.12 2.09 -0.72
F 0.53 -1.34 -1.21 -0.22
F 0.11 0.72 -1.69 -0.23
S -0.11 2.03 1.22 -0.46
S 0.75 0.34 0.89 0.18
H -1.13 -0.40 -0.57 0.17

7
Properties=species:S:1:pos:R:3:mulliken_charge:R:1 method="wB97M-V/def2-TZVPD" energy_ev=-30207.15164 relative_energy_ev=0.1546 spin_multiplicity=1 charge=-1 homo_lumo_gap_ev=7.400
C 0.75 -0.03 0.24 0.17
O -1.20 -1.09 -1.26 -0.62
F 1.51 -1.15 0.11 -0.24
F 0.84 0.47 1.48 -0.23
S -1.75 1.53 -0.14 -0.59
S -1.15 -0.39 0.04 0.30
H 1.00 0.65 -0.47 0.21